(1)
# C3H6BrNO

C3H6BrNO as an isolated structure at a distorted geometry (wB97M-V/def2-TZVPD, the Open Molecules 2025 dataset).

Last column: natural (NBO) charge in e.
Element x y z (Å)
1 C 0.12949 0.75001 1.06726  0.0054
2 C -0.57946 0.70100 2.26793  -0.7735
3 C 0.57743 -1.10907 -2.22996  -0.2437
4 N -0.58307 -0.51146 -0.27252  -0.0517
5 O -0.16400 -0.14937 -1.44443  -0.3762
6 Br 0.85075 2.17360 0.16816  0.1100
7 H -0.48324 1.51947 2.96879  0.2417
8 H -1.55810 0.69472 1.84621  0.2592
9 H -0.41259 -0.31578 2.74688  0.2493
10 H -0.03776 -1.57820 -2.88039  0.1822
11 H 1.04829 -1.71259 -1.46573  0.2010
12 H 1.21224 -0.46233 -2.77220  0.1963

Cartesian forces (eV/Å) of the 3 atoms listed first:
0.866 -2.610 -5.665
-0.803 -1.441 1.981
0.841 1.548 3.008

For the frontier orbital gap (spin up / spin down), the calculation gives 7.81 / 8.91 eV. The strongest force on any atom comes out at 6.30 eV Å⁻¹. For the relative energy (zero: lowest compared OMol25 entry of this formula, charge and spin), the calculation gives 602.80 kJ/mol. The value obtained for the HOMO energy (spin up / spin down) is -7.59 / -8.53 eV. As for the net charge: 0.



(2)
# C3H6Cl

A 2-piece molecular cluster, C3H6Cl overall at a distorted geometry (wB97M-V/def2-TZVPD, the Open Molecules 2025 dataset).

Last column: natural (NBO) charge in e.
Element x y z (Å)
1 Cl -1.22167 2.20303 -2.75203  -0.2785
2 H -0.74011 1.35058 -1.88779  0.2695
3 C -0.80439 -0.24777 0.06677  -0.3166
4 C 0.54902 -0.13828 0.29996  -0.2931
5 C 1.07967 -0.90746 1.27951  -0.3638
6 H -1.41357 0.58523 0.29240  0.1781
7 H -1.24220 -1.02302 -0.53615  0.1925
8 H 1.18993 0.64858 -0.23166  0.2168
9 H 2.14279 -0.90896 1.53595  0.1973
10 H 0.46054 -1.56193 1.93303  0.1978

Cartesian forces (eV/Å) of the 3 atoms listed first:
0.275 -0.418 0.431
-0.302 0.380 -0.416
-2.493 0.166 -1.313

The expectation value of S² is 0.76. Its spin multiplicity is 2. For the frontier orbital gap (spin up / spin down), the calculation gives 9.73 / 9.54 eV. The strongest force on any atom comes out at 4.13 eV Å⁻¹. For the relative energy (zero: lowest compared OMol25 entry of this formula, charge and spin), the calculation gives 37.17 kJ/mol. The value obtained for the HOMO energy (spin up / spin down) is -8.61 / -9.97 eV. As for the net charge: 0.



(3)
# C3H6Cl2

One molecule with the formula C3H6Cl2 at a distorted geometry (wB97M-V/def2-TZVPD, the Open Molecules 2025 dataset).

Last column: natural (NBO) charge in e.
Element x y z (Å)
1 C -0.32192 1.21844 -0.49486  -0.6464
2 C -0.58622 -0.10791 0.20487  -0.2125
3 C 0.71117 -0.90189 0.50929  -0.4590
4 H -1.13892 1.84833 -0.72356  0.2324
5 H 0.10096 0.95432 -1.50068  0.2271
6 H 0.57375 1.68047 -0.02183  0.2273
7 H -1.05942 0.07603 1.34640  0.2214
8 H 0.42495 -1.97834 0.48138  0.2354
9 H 1.17943 -0.86342 1.57169  0.2372
10 Cl -1.76396 -1.12863 -0.64342  -0.0442
11 Cl 1.88018 -0.79740 -0.72927  -0.0187

Cartesian forces (eV/Å) of the 3 atoms listed first:
2.414 -1.520 -1.176
-0.523 1.134 4.175
-1.191 -2.280 2.045

For the frontier orbital gap, the calculation gives 11.40 eV. The strongest force on any atom comes out at 4.36 eV Å⁻¹. For the relative energy (zero: lowest compared OMol25 entry of this formula, charge and spin), the calculation gives 85.83 kJ/mol. The value obtained for the HOMO energy is -10.53 eV. As for the net charge: 0. As for the SMILES: C[C@@H](Cl)CCl.



(4)
# C3H6Cl2O2

A 2-piece molecular cluster, C3H6Cl2O2 overall at a distorted geometry (wB97M-V/def2-TZVPD, the Open Molecules 2025 dataset).

Last column: natural (NBO) charge in e.
Element x y z (Å)
1 C 0.61539 -0.23362 1.58927  -0.5170
2 C 0.37109 -0.51456 -0.95701  0.0982
3 C -0.16124 -0.44401 0.52820  0.2999
4 O 0.99536 0.54688 -1.48787  -0.6883
5 O -1.42777 -1.02604 0.45122  -0.6958
6 Cl 1.39774 -1.98894 -1.15784  -0.1005
7 Cl -1.59496 2.40248 -0.34755  -0.2838
8 H 0.44185 -0.41924 2.59226  0.2060
9 H -1.94311 2.93217 -1.55341  0.2876
10 H 1.64170 0.00103 1.62908  0.2140
11 H -0.52773 -0.59718 -1.46835  0.2010
12 H 1.82795 0.87040 -1.08280  0.4887
13 H -1.63628 -1.52936 1.26480  0.4901

Cartesian forces (eV/Å) of the 3 atoms listed first:
-0.625 -0.100 -0.996
0.455 0.496 2.656
1.101 -1.670 -0.928

For the frontier orbital gap, the calculation gives 10.01 eV. The strongest force on any atom comes out at 2.74 eV Å⁻¹. For the relative energy (zero: lowest compared OMol25 entry of this formula, charge and spin), the calculation gives 207.80 kJ/mol. The value obtained for the HOMO energy is -9.46 eV. As for the net charge: 0. As for the SMILES: C=C(O)[C@@H](O)Cl.Cl.



(5)
# C3H6Cl2O3

One molecule with the formula C3H6Cl2O3 at a distorted geometry (wB97M-V/def2-TZVPD, the Open Molecules 2025 dataset).

Last column: natural (NBO) charge in e.
Element x y z (Å)
1 C -0.05785 -0.05520 -0.33945  -0.0178
2 C 1.13273 -0.96504 -0.52288  0.1493
3 C -1.21979 -0.59894 0.65510  0.0914
4 O 0.41728 1.24066 0.03902  -0.7115
5 O 2.03541 -0.42634 -1.34419  -0.6603
6 O -1.73586 0.39296 1.46927  -0.6707
7 Cl 1.76984 -1.22264 1.23170  -0.1932
8 Cl -2.50246 -1.34631 -0.42163  -0.0991
9 H -0.55035 -0.00638 -1.33531  0.2180
10 H 0.80968 -2.07574 -0.76481  0.2256
11 H -0.72520 -1.34347 1.36401  0.2195
12 H 0.65971 1.10461 0.92899  0.4794
13 H 2.18991 0.49010 -0.88471  0.4966
14 H -1.68056 1.16909 1.04986  0.4729

Cartesian forces (eV/Å) of the 3 atoms listed first:
-1.922 0.056 -0.319
-1.780 -3.221 1.052
1.949 -0.195 0.299

For the frontier orbital gap, the calculation gives 11.40 eV. The strongest force on any atom comes out at 5.56 eV Å⁻¹. For the relative energy (zero: lowest compared OMol25 entry of this formula, charge and spin), the calculation gives 67.04 kJ/mol. The value obtained for the HOMO energy is -10.92 eV. As for the net charge: 0. As for the SMILES: OC([C@@H](O)Cl)[C@@H](O)Cl.



(6)
# C3H6Cl2OP

An isolated ion of composition C3H6Cl2OP and charge +1 at a distorted geometry (wB97M-V/def2-TZVPD, the Open Molecules 2025 dataset).

Last column: natural (NBO) charge in e.
Element x y z (Å)
1 C 0.92610 -1.27272 -0.28511  -0.3221
2 C 1.22638 0.00673 0.43125  -0.2528
3 C 1.01507 1.20419 -0.08307  -0.3546
4 O -1.80159 0.79996 0.94151  -0.9767
5 P -2.10374 0.37743 -0.56479  1.2379
6 Cl -0.94154 -1.56388 -0.68123  0.0730
7 Cl -3.72161 -0.76332 -0.57228  -0.1686
8 H 1.26539 -2.11182 0.35416  0.2672
9 H 1.42456 -1.33457 -1.28603  0.2673
10 H 2.02469 -0.03035 1.15761  0.2508
11 H 0.19313 1.25872 -0.80903  0.1774
12 H 1.43463 2.13436 0.39091  0.2560
13 H -0.94146 1.29528 1.00611  0.5452

Cartesian forces (eV/Å) of the 3 atoms listed first:
0.395 -0.512 -0.016
1.417 0.157 -0.917
-1.172 1.185 0.730

For the frontier orbital gap, the calculation gives 10.35 eV. The strongest force on any atom comes out at 2.02 eV Å⁻¹. For the relative energy (zero: lowest compared OMol25 entry of this formula, charge and spin), the calculation gives 160.53 kJ/mol. The value obtained for the HOMO energy is -15.07 eV. As for the net charge: +1.



(7)
# C3H6Cl2OSi

A 2-piece molecular cluster, C3H6Cl2OSi overall at a distorted geometry (wB97M-V/def2-TZVPD, the Open Molecules 2025 dataset).

Last column: natural (NBO) charge in e.
Element x y z (Å)
1 C -1.62825 0.34907 -1.09868  -0.6410
2 C -0.81616 1.41624 -0.37797  -0.2332
3 C -0.31151 1.19033 0.76570  -0.0511
4 O 1.48295 -0.49897 0.06865  -1.1740
5 Si 2.08549 -1.77666 0.57192  1.6062
6 Cl 0.86745 2.23140 1.51726  0.0117
7 Cl -0.68397 -0.19852 1.66930  0.0146
8 H -1.70062 -0.54661 -0.45830  0.2307
9 H -1.08514 -0.13220 -1.96021  0.2261
10 H -0.42062 2.30554 -0.86391  0.2284
11 H 2.69837 -2.08911 1.92553  -0.2129
12 H -2.50629 0.81003 -1.41891  0.2180
13 H 2.01830 -3.06053 -0.34039  -0.2236

Cartesian forces (eV/Å) of the 3 atoms listed first:
2.502 -0.890 0.144
-0.560 -0.268 -3.393
1.481 0.139 3.010

For the frontier orbital gap, the calculation gives 8.49 eV. The strongest force on any atom comes out at 3.45 eV Å⁻¹. For the relative energy (zero: lowest compared OMol25 entry of this formula, charge and spin), the calculation gives 438.97 kJ/mol. The value obtained for the HOMO energy is -9.02 eV. As for the net charge: 0. As for the SMILES: CC=C(Cl)Cl.O=[SiH2].



(8)
# C3H6Cl2S

One molecule with the formula C3H6Cl2S at a distorted geometry (wB97M-V/def2-TZVPD, the Open Molecules 2025 dataset).

Last column: natural (NBO) charge in e.
Element x y z (Å)
1 C -0.21190 -1.06301 0.56871  -0.5571
2 C -0.69219 0.07719 -0.38031  -0.4440
3 C 0.35762 1.11058 -0.69185  -0.2161
4 H 1.22381 -1.22128 2.48113  0.1206
5 H 0.53384 -1.72366 -0.05317  0.2377
6 H -1.13413 -1.53396 0.79414  0.2199
7 H -1.61382 0.51298 0.08433  0.2274
8 H -0.97237 -0.22625 -1.39655  0.2402
9 H 0.77109 1.69269 0.06632  0.2363
10 S 0.53979 -0.29119 1.95221  -0.0123
11 Cl -0.33911 2.34873 -1.67755  -0.0176
12 Cl 1.53736 0.31718 -1.74740  -0.0348

Cartesian forces (eV/Å) of the 3 atoms listed first:
1.302 -0.434 -3.417
-0.622 0.192 0.740
-0.764 -0.632 -1.398

For the frontier orbital gap, the calculation gives 10.17 eV. The strongest force on any atom comes out at 3.68 eV Å⁻¹. For the relative energy (zero: lowest compared OMol25 entry of this formula, charge and spin), the calculation gives 44.67 kJ/mol. The value obtained for the HOMO energy is -9.44 eV. As for the net charge: 0. As for the SMILES: SCCC(Cl)Cl.



(9)
# C3H6ClN

A 2-piece molecular cluster, C3H6ClN overall at a distorted geometry (wB97M-V/def2-TZVPD, the Open Molecules 2025 dataset).

Last column: natural (NBO) charge in e.
Element x y z (Å)
1 C -1.04356 0.82491 -0.56299  0.4327
2 C -1.63191 1.86165 -0.02702  -0.6769
3 C 0.02955 -1.05862 0.08676  -0.4090
4 N -0.58504 -0.17539 -0.92008  -0.4180
5 Cl 3.70016 -0.79134 -0.15589  -0.2778
6 H 2.58961 -1.47848 0.14528  0.2694
7 H -1.07785 2.72617 0.29616  0.2364
8 H -2.67954 1.98806 0.27328  0.2449
9 H 0.46033 -0.50386 1.00331  0.2031
10 H 0.94073 -1.61188 -0.44383  0.1819
11 H -0.70249 -1.78122 0.30502  0.2136

Cartesian forces (eV/Å) of the 3 atoms listed first:
-3.186 4.774 2.422
-0.484 1.116 0.598
3.149 0.271 -0.941

For the frontier orbital gap, the calculation gives 9.65 eV. The strongest force on any atom comes out at 6.23 eV Å⁻¹. For the relative energy (zero: lowest compared OMol25 entry of this formula, charge and spin), the calculation gives 149.66 kJ/mol. The value obtained for the HOMO energy is -8.93 eV. As for the net charge: 0. As for the SMILES: C=C=NC.Cl.



(10)
# C3H6ClN

One molecule with the formula C3H6ClN at a distorted geometry (wB97M-V/def2-TZVPD, the Open Molecules 2025 dataset).

Last column: natural (NBO) charge in e.
Element x y z (Å)
1 C 0.55494 -0.42533 0.74235  -0.2864
2 C -0.69158 0.22949 0.26447  0.0631
3 C -0.99318 1.41183 -0.19837  -0.4451
4 H 0.72035 -1.44087 -1.12936  0.3584
5 H 1.65732 -0.32679 -1.08600  0.3478
6 H 1.07941 0.33367 1.34023  0.2110
7 H 0.35846 -1.22008 1.34775  0.2166
8 H -1.91740 1.45523 -0.65783  0.2321
9 H -0.16549 2.04530 -0.16642  0.2172
10 N 1.33416 -0.99959 -0.44777  -0.8107
11 Cl -1.93699 -1.06286 -0.00904  -0.1038

Cartesian forces (eV/Å) of the 3 atoms listed first:
1.217 2.228 -2.949
-1.250 -2.532 -0.217
1.204 -1.437 0.908

For the frontier orbital gap, the calculation gives 10.52 eV. The strongest force on any atom comes out at 3.89 eV Å⁻¹. For the relative energy (zero: lowest compared OMol25 entry of this formula, charge and spin), the calculation gives 67.20 kJ/mol. The value obtained for the HOMO energy is -9.58 eV. As for the net charge: 0. As for the SMILES: C=C(Cl)CN.